Record 1
The following is a DFT calculation (the ωB97M-V functional and the def2-TZVPD basis) of a structure of composition C6H8.

CARTESIAN COORDINATES (ANGSTROEM)
C (-1.97223, -0.79683, 0.04706)
H (3.38093, 0.58351, -0.53800)
C (-1.12292, 0.43673, -0.36119)
C (0.13570, -0.33610, 0.15549)
H (-1.36811, 1.25966, 0.32032)
C (1.55569, -0.29948, 0.16522)
H (2.53574, 1.45383, 0.71247)
C (2.37158, 0.88831, -0.22368)
H (-2.22238, -1.43554, -0.81318)
H (-1.12859, 0.76653, -1.39609)
H (-0.64301, -1.75947, 1.69882)
H (-2.87964, -0.65688, 0.64417)
H (1.97928, 1.61093, -0.95753)
C (-0.72603, -1.21540, 0.76389)

Kohn-Sham gap (alpha / beta), eV: 6.98 / 7.28
Total energy, Eh: -233.2260
HOMO level (alpha / beta), eV: -7.46 / -7.72
Strongest force on any atom, eV/Å: 0.6

---

Record 2
The following is a DFT calculation (the ωB97M-V functional and the def2-TZVPD basis) of a cluster of 5 separate species, C5H21N2O5 in total.

CARTESIAN COORDINATES (ANGSTROEM)
C (-2.54954, 1.05920, 0.75112)
H (-3.22560, 1.53832, 1.44486)
H (2.48826, -2.51541, -0.65977)
O (0.62929, -1.80602, -2.88794)
H (-0.47685, 0.32106, -0.46974)
H (1.18543, -2.52017, 0.33960)
H (1.05980, -2.06174, -1.31081)
H (0.25581, 1.18782, -4.25365)
C (1.98133, -0.54375, -0.17637)
C (1.11628, 0.15265, 0.86457)
H (-0.72148, 2.09279, 1.19698)
O (-0.25726, -3.22936, 1.32170)
H (1.20602, -0.31035, 1.85430)
H (-2.90745, 0.04400, 0.74015)
H (0.46793, -0.85325, -3.12213)
O (1.04812, 2.34863, 2.97955)
H (-0.31362, -3.66596, 2.18755)
H (2.99407, -0.48751, 0.15615)
H (1.36498, 2.14374, 3.87096)
C (-2.56797, 1.64709, -0.62402)
H (1.49042, 1.15133, 1.00148)
H (-1.07983, 0.84149, 2.32728)
O (-1.61381, 1.47294, -1.34969)
H (-0.70598, 1.17209, -3.04344)
H (-3.43392, 2.22821, -0.95397)
H (1.13759, 3.30510, 2.91634)
H (-0.86793, -2.49335, 1.36856)
C (-1.13205, 1.10559, 1.29136)
N (1.65756, -1.98637, -0.43942)
N (-0.29112, 0.19198, 0.54961)
O (0.15890, 0.86566, -3.34419)
H (1.88791, -0.03602, -1.11681)
H (0.01473, -2.36042, -3.41017)

Kohn-Sham gap (alpha / beta), eV: 11.50 / 6.87
Total energy, Eh: -688.1876
Multiplicity: 2
⟨S²⟩: 0.75
HOMO level (alpha / beta), eV: -17.88 / -17.84
Strongest force on any atom, eV/Å: 2.7
Total charge: +2

---

Record 3
The following is a DFT calculation (the ωB97M-V functional and the def2-TZVPD basis) of the ion C3H9N2 with charge +1.

CARTESIAN COORDINATES (ANGSTROEM)
N (1.81319, -0.44756, 0.07736)
H (0.39437, -0.31584, -1.47411)
H (-0.82143, -0.40096, 1.37258)
H (1.79543, -0.32209, 1.14947)
H (-0.49762, 1.80047, -0.72710)
H (2.61149, 0.09002, -0.15179)
C (-0.96725, -0.07920, 0.39534)
C (-0.18253, 1.17575, 0.01417)
H (0.31470, 1.74324, 0.81248)
C (0.63625, 0.02192, -0.52731)
H (2.05515, -1.39847, 0.01387)
H (-2.39934, 0.00803, -1.03795)
H (-2.56405, -1.37884, 0.25959)
N (-2.18836, -0.49647, -0.17660)

Kohn-Sham gap, eV: 8.59
Total energy, Eh: -228.8740
SMILES: N[C@@H]1C[C@H]1[NH3+]
HOMO level, eV: -12.28
Strongest force on any atom, eV/Å: 4.7
Total charge: +1

---

Record 4
The following is a DFT calculation (the ωB97M-V functional and the def2-TZVPD basis) of a structure of composition C5H7NO.

CARTESIAN COORDINATES (ANGSTROEM)
O (-2.73621, 0.54817, 0.35153)
H (1.64482, 0.51053, 1.01263)
H (0.18156, -1.56102, -1.31684)
H (1.34744, 1.55202, -0.42447)
N (1.32155, -0.70345, 0.21856)
C (0.90225, 0.98858, 0.39049)
C (0.49642, -0.57126, -0.99899)
H (-0.34841, -1.89531, 0.83823)
C (-0.37293, 0.20672, 0.01898)
C (0.03629, -0.88541, 0.99063)
H (-1.75068, 1.56220, -1.06971)
C (-1.72662, 0.82031, -0.24458)
H (0.95719, -0.01777, -1.82214)
H (0.05532, -0.60907, 2.04989)

Kohn-Sham gap, eV: 9.80
Total energy, Eh: -324.4946
HOMO level, eV: -9.02
Strongest force on any atom, eV/Å: 3.5

---

Record 5
The following is a DFT calculation (the ωB97M-V functional and the def2-TZVPD basis) of a structure of composition C19H22AsCl3N3O2RbS2.

CARTESIAN COORDINATES (ANGSTROEM)
Rb (-0.35777, 0.16231, 0.17504)
H (-0.99267, -6.25991, -1.91812)
H (0.41440, 1.05042, 5.69377)
C (-1.22733, -5.42120, -1.27796)
H (4.04405, -1.63433, -1.35986)
O (2.08598, 0.56172, -0.12260)
C (4.14519, -0.64802, -1.80925)
C (-3.07252, 1.06326, 4.07731)
N (-0.13681, 2.67845, -1.71033)
Cl (-1.49102, 1.91495, 7.66570)
C (-2.93469, 1.44072, 5.39893)
C (-0.57064, 1.05749, 5.24535)
H (4.86421, -0.06508, -1.23852)
C (2.84538, 1.90008, -2.71155)
H (-1.94650, 4.63472, -3.74788)
H (1.90613, 2.38161, -2.97155)
C (-2.59226, -4.32835, 0.34897)
C (-0.32250, -4.32377, -1.27414)
N (2.74359, -2.84583, 0.52050)
N (-0.59481, -3.25357, -0.47968)
H (-1.84014, -2.42491, 0.94412)
H (1.01523, -1.67890, -2.24334)
H (-3.45084, -4.28440, 1.00709)
C (-2.34791, -5.41930, -0.48332)
H (2.16357, -3.14868, 1.29513)
C (-1.68405, -3.29034, 0.30342)
C (-0.73033, 0.68511, 3.92653)
H (-0.31485, 5.49806, 0.14034)
H (3.39115, 1.63046, -3.61636)
As (2.46341, 0.29738, -1.71547)
Cl (-4.66951, 1.06829, 3.36867)
H (0.62680, 3.20622, 0.12609)
H (1.62468, -0.89340, -3.70857)
C (0.03005, 3.55995, -0.71367)
C (-1.38859, 4.35874, -2.86425)
S (1.13601, -4.42010, -2.20726)
C (-1.22026, 5.23404, -1.82030)
H (2.50499, -1.86840, 0.38565)
H (-3.80720, 1.73366, 5.96753)
S (-0.98351, 1.97432, -4.16026)
H (4.47302, -0.74049, -2.84511)
C (-1.98593, 0.65920, 3.23306)
H (-1.65601, 6.22677, -1.86345)
H (2.35876, -3.32429, -0.29743)
Cl (0.67995, 0.21265, 3.00512)
O (-2.11004, 0.31538, 2.02436)
C (1.19632, -0.71448, -2.72244)
H (-3.02885, -6.26450, -0.49282)
C (-1.67865, 1.43687, 5.98281)
C (-0.47978, 4.84021, -0.70291)
C (-0.82669, 3.04996, -2.82180)
H (0.28013, -0.13503, -2.84866)
H (3.44963, 2.55424, -2.08664)

Kohn-Sham gap, eV: 5.88
Total energy, Eh: -5488.8980
HOMO level, eV: -1.95
Strongest force on any atom, eV/Å: 1.5
Total charge: -2

---

Record 6
The following is a DFT calculation (the ωB97M-V functional and the def2-TZVPD basis) of a cluster of 2 separate species, C2H3N2O2 in total.

CARTESIAN COORDINATES (ANGSTROEM)
H (2.23697, 1.17421, 0.64039)
N (-2.69319, -2.14571, -0.57406)
O (0.14116, 1.25073, 0.16445)
O (-2.00016, -0.02904, 0.12770)
H (1.66195, -0.47699, 1.09961)
H (1.99095, -0.10903, -0.68819)
N (-0.61536, 1.10376, -0.75552)
C (1.60544, 0.33580, 0.25708)
C (-2.32776, -1.10373, -0.27145)

Kohn-Sham gap, eV: 7.40
Total energy, Eh: -337.8583
HOMO level, eV: -3.39
Strongest force on any atom, eV/Å: 4.0
Total charge: -1

---

Record 7
The following is a DFT calculation (the ωB97M-V functional and the def2-TZVPD basis) of the molecule C2H3Cl2FS.

CARTESIAN COORDINATES (ANGSTROEM)
C (-0.77487, 0.26458, 0.17210)
Cl (-2.28626, -0.52172, -0.16846)
F (-0.56558, 0.12556, 1.49459)
C (0.36059, -0.43147, -0.55278)
Cl (-0.95451, 2.00010, -0.12519)
H (0.19886, -1.50753, -0.43694)
S (2.01247, 0.15961, -0.07251)
H (1.77099, 0.09726, 1.23397)
H (0.23830, -0.18639, -1.54477)

Kohn-Sham gap, eV: 10.47
Total energy, Eh: -1496.4369
SMILES: FC(Cl)(Cl)CS
HOMO level, eV: -9.72
Strongest force on any atom, eV/Å: 2.5